1.
{
  "formula": "C2H7N2OP",
  "method": "ωB97M-V with the def2-TZVPD basis set",
  "gap_ha": [0.30156, 0.29095],
  "species": ["C", "C", "N", "N", "O", "P", "H", "H", "H", "H", "H", "H", "H"],
  "coordinates": [[-0.90, 0.86, -2.31], [-0.60, 1.37, -1.16], [0.49, -1.78, 0.46], [0.22, -0.13, 2.37], [2.40, 0.12, 0.83], [0.94, -0.17, 0.84], [-1.29, 1.61, -3.17], [-0.79, -0.17, -2.41], [-0.47, 2.34, -0.85], [-0.49, -1.83, 0.50], [1.00, -2.12, -0.35], [-0.49, -0.84, 2.49], [-0.02, 0.74, 2.77]],
  "nbo_charge": [-0.5163, -0.2130, -1.1635, -1.1654, -1.0335, 1.9100, 0.2184, 0.2106, 0.1638, 0.3855, 0.4106, 0.3935, 0.3994]
}

---

2.
{
  "formula": "C42H33AuN6O4P2",
  "method": "ωB97M-V with the def2-TZVPD basis set",
  "gap_ha": [0.19790, 0.19123],
  "charge": 2,
  "species": ["Au", "N", "C", "N", "C", "N", "C", "C", "N", "C", "C", "N", "H", "H", "H", "H", "H", "O", "C", "C", "C", "C", "C", "C", "P", "C", "C", "C", "C", "C", "C", "C", "C", "C", "C", "C", "C", "C", "C", "C", "C", "C", "C", "P", "C", "C", "C", "C", "C", "C", "C", "C", "C", "C", "C", "C", "H", "H", "H", "H", "H", "H", "H", "H", "H", "H", "H", "H", "H", "H", "H", "H", "H", "H", "H", "H", "H", "H", "H", "H", "H", "H", "H", "H", "O", "N", "O", "O"],
  "coordinates": [[0.28, 0.17, -0.98], [-0.05, -1.95, -4.86], [-0.66, -1.11, -4.02], [0.13, -0.93, -2.98], [1.24, -1.69, -3.26], [1.15, -2.33, -4.40], [2.41, -1.71, -2.39], [3.56, -2.44, -2.71], [4.63, -2.40, -1.94], [4.57, -1.66, -0.83], [3.43, -0.95, -0.49], [2.36, -0.98, -1.28], [-0.38, -2.28, -5.75], [-1.62, -0.65, -4.20], [3.59, -3.05, -3.61], [5.46, -1.62, -0.21], [3.37, -0.38, 0.42], [-1.03, 0.28, 2.14], [-0.96, 1.51, 2.74], [-1.66, 1.89, 3.87], [-1.38, 3.12, 4.44], [-0.41, 3.95, 3.90], [0.23, 3.59, 2.72], [-0.09, 2.38, 2.11], [0.64, 2.02, 0.49], [2.40, 1.88, 0.89], [2.73, 1.22, 2.09], [4.06, 1.12, 2.48], [5.06, 1.63, 1.67], [4.74, 2.26, 0.47], [3.42, 2.38, 0.08], [0.43, 3.44, -0.59], [1.01, 3.38, -1.87], [0.82, 4.41, -2.77], [0.03, 5.50, -2.42], [-0.58, 5.54, -1.17], [-0.40, 4.51, -0.26], [-1.06, -0.92, 2.79], [-0.97, -1.16, 4.15], [-1.00, -2.47, 4.60], [-1.11, -3.54, 3.72], [-1.14, -3.30, 2.35], [-1.11, -1.99, 1.89], [-1.20, -1.55, 0.15], [-0.68, -3.04, -0.72], [-1.46, -3.66, -1.70], [-0.98, -4.79, -2.34], [0.27, -5.31, -2.02], [1.04, -4.70, -1.03], [0.58, -3.57, -0.39], [-2.93, -1.21, -0.22], [-3.30, -0.77, -1.49], [-4.64, -0.56, -1.78], [-5.61, -0.78, -0.81], [-5.24, -1.20, 0.46], [-3.90, -1.42, 0.76], [-2.42, 1.24, 4.30], [-1.92, 3.43, 5.33], [-0.16, 4.89, 4.38], [0.97, 4.24, 2.28], [1.95, 0.82, 2.72], [4.31, 0.64, 3.42], [6.10, 1.56, 1.98], [5.53, 2.68, -0.15], [3.18, 2.89, -0.85], [1.59, 2.51, -2.16], [1.27, 4.36, -3.75], [-0.12, 6.30, -3.12], [-1.22, 6.38, -0.91], [-0.91, 4.54, 0.69], [-0.85, -0.35, 4.86], [-0.94, -2.66, 5.66], [-1.17, -4.55, 4.09], [-1.19, -4.12, 1.65], [-2.44, -3.27, -1.94], [-1.59, -5.28, -3.10], [0.64, -6.19, -2.52], [2.01, -5.12, -0.77], [1.17, -3.09, 0.38], [-2.54, -0.54, -2.21], [-4.93, -0.19, -2.76], [-6.65, -0.61, -1.04], [-5.99, -1.37, 1.21], [-3.62, -1.75, 1.76], [-2.90, 2.89, -1.78], [-2.08, 2.12, -1.32], [-1.90, 1.99, -0.08], [-1.27, 1.50, -2.14]],
  "lowdin_charge": [0.9207, 0.0760, -0.1048, 0.0447, -0.3075, 0.1732, -0.2069, -0.0370, 0.1276, -0.0654, -0.0796, 0.0532, 0.1788, 0.1476, 0.1315, 0.1240, 0.0800, -0.0621, -0.2622, 0.0139, -0.0223, -0.0395, -0.0664, -0.2709, 1.1080, -0.3523, -0.0949, -0.0537, -0.0431, -0.0453, -0.0674, -0.3495, -0.1263, -0.0441, -0.0287, -0.0317, -0.0627, -0.2593, 0.0127, -0.0315, -0.0477, -0.0510, -0.2845, 1.1077, -0.3781, -0.0717, -0.0541, -0.0461, -0.0580, -0.1236, -0.3413, -0.1188, -0.0424, -0.0367, -0.0419, -0.0488, 0.1338, 0.1250, 0.1218, 0.1277, 0.1143, 0.1209, 0.1217, 0.1218, 0.0944, 0.0924, 0.1197, 0.1226, 0.1239, 0.1112, 0.1174, 0.1237, 0.1197, 0.1179, 0.1062, 0.1175, 0.1194, 0.1192, 0.1099, 0.0564, 0.1198, 0.1204, 0.1191, 0.1109, 0.1063, -0.5187, -0.0939, -0.1625]
}

---

3.
{
  "formula": "C4H30BO23",
  "method": "ωB97M-V with the def2-TZVPD basis set",
  "gap_ha": 0.32331,
  "charge": -1,
  "species": ["O", "C", "O", "B", "O", "C", "O", "O", "C", "O", "C", "O", "O", "O", "H", "H", "O", "H", "H", "O", "H", "H", "O", "H", "H", "O", "H", "H", "O", "H", "H", "O", "H", "H", "O", "H", "H", "O", "H", "H", "O", "H", "H", "O", "H", "H", "O", "H", "H", "O", "H", "H", "O", "H", "H", "O", "H", "H"],
  "coordinates": [[0.87, -4.13, -0.74], [0.85, -3.09, -0.10], [1.46, -2.07, -0.56], [0.87, -0.95, 0.23], [0.07, -1.57, 1.29], [0.13, -2.78, 1.09], [-0.33, -3.67, 1.78], [0.18, 0.05, -0.60], [0.74, 1.18, -0.47], [0.56, 2.10, -1.30], [1.85, 1.06, 0.38], [1.94, -0.12, 0.79], [2.48, 1.98, 0.84], [2.39, -2.98, -3.26], [2.70, -2.07, -3.33], [2.36, -3.14, -2.34], [1.72, 2.25, 3.48], [2.23, 2.15, 2.69], [1.00, 1.63, 3.51], [-1.83, 1.08, -2.84], [-2.67, 0.88, -2.46], [-1.58, 1.93, -2.53], [-2.29, 0.76, 0.33], [-1.51, 0.74, -0.29], [-2.56, -0.17, 0.43], [-0.73, 0.95, 2.60], [-1.41, 0.99, 1.90], [-0.88, 0.03, 2.94], [0.75, 1.82, -3.96], [0.24, 1.02, -3.71], [0.89, 2.22, -3.09], [0.21, 5.07, -0.71], [0.77, 4.74, -1.35], [0.12, 4.36, -0.02], [0.16, 3.53, 1.61], [0.53, 4.36, 1.92], [0.68, 3.05, 2.26], [0.26, -0.89, -3.32], [0.60, -1.79, -3.11], [-0.29, -0.69, -2.56], [-0.84, -4.17, -2.73], [-0.59, -4.33, -1.83], [-0.18, -4.62, -3.27], [3.27, 4.74, 0.76], [2.96, 3.85, 0.66], [2.95, 5.16, 1.60], [-2.47, -3.37, 3.43], [-1.65, -3.78, 3.07], [-3.13, -4.08, 3.23], [-1.42, -1.09, 4.15], [-1.48, -1.13, 5.08], [-1.69, -1.96, 3.84], [-1.53, 3.86, -2.36], [-2.45, 4.17, -2.47], [-1.17, 4.26, -1.58], [-1.65, -5.91, 0.59], [-1.04, -5.21, 0.71], [-1.45, -6.17, -0.29]],
  "nbo_charge": [-0.6003, 0.6578, -0.6104, 1.1878, -0.5780, 0.6936, -0.6190, -0.6586, 0.6799, -0.5750, 0.7049, -0.6065, -0.6143, -0.9484, 0.4780, 0.4761, -0.9814, 0.4903, 0.5065, -0.9789, 0.4625, 0.5077, -0.9634, 0.4986, 0.4729, -1.0363, 0.4971, 0.4995, -0.9728, 0.4915, 0.4708, -0.9737, 0.4780, 0.5053, -0.9671, 0.4603, 0.4930, -0.9713, 0.4877, 0.4793, -0.9551, 0.4732, 0.4739, -0.9710, 0.4999, 0.4643, -0.9912, 0.5084, 0.4932, -0.9727, 0.4737, 0.4993, -0.9735, 0.4657, 0.4959, -0.9508, 0.4804, 0.4629]
}

---

4.
{
  "formula": "C14H14FeN2O3S",
  "method": "ωB97M-V with the def2-TZVPD basis set",
  "spin_multiplicity": 6,
  "gap_ha": [0.14612, 0.29069],
  "charge": -1,
  "species": ["C", "C", "C", "C", "C", "Fe", "N", "C", "C", "H", "H", "H", "H", "H", "H", "H", "H", "H", "H", "O", "C", "N", "S", "O", "O", "C", "C", "C", "C", "C", "C", "H", "H", "H", "H"],
  "coordinates": [[-0.90, 1.16, -1.68], [0.47, 0.89, -1.96], [1.29, 1.90, -1.28], [0.37, 2.76, -0.53], [-0.98, 2.28, -0.80], [0.38, 0.89, 0.24], [-0.94, -2.03, -0.45], [-0.76, -3.39, -0.75], [0.42, -2.33, -0.30], [2.35, 2.05, -1.36], [0.87, 0.12, -2.62], [0.64, 3.67, -0.02], [-1.88, 2.81, -0.46], [-1.76, 0.68, -2.14], [1.11, -1.92, -1.07], [-0.82, -3.64, -1.81], [-1.23, -1.78, 0.51], [0.74, -2.24, 0.76], [-1.06, -4.08, 0.02], [0.30, -1.41, 2.63], [0.44, -0.23, 3.00], [0.53, 0.81, 2.12], [0.51, 2.38, 2.83], [1.75, 3.07, 2.62], [-0.76, 3.02, 2.57], [0.49, 1.65, 4.45], [0.46, 2.37, 5.64], [0.43, 1.67, 6.85], [0.42, 0.26, 6.83], [0.43, -0.45, 5.61], [0.48, 0.27, 4.39], [0.46, 3.46, 5.60], [0.41, 2.22, 7.80], [0.40, -0.27, 7.80], [0.40, -1.54, 5.61]],
  "mulliken_spin": [0.0856, 0.0331, -0.0366, 0.0846, 0.0064, 3.6666, 0.0027, 0.0092, 0.0115, 0.0056, 0.0014, -0.0013, 0.0046, 0.0105, 0.0082, -0.0003, 0.0049, 0.0005, -0.0008, 0.1395, 0.2048, 0.0886, 0.0010, 0.0074, 0.0124, 0.1500, -0.1186, 0.2927, -0.0495, 0.1010, 0.2144, -0.0058, 0.0369, -0.0002, 0.0288]
}

---

5.
{
  "formula": "C3H6INO2",
  "method": "ωB97M-V with the def2-TZVPD basis set",
  "gap_ha": [0.17487, 0.17384],
  "species": ["C", "C", "C", "N", "O", "O", "I", "H", "H", "H", "H", "H", "H"],
  "coordinates": [[0.19, 1.42, -0.01], [-1.43, -0.99, -0.76], [0.14, 0.16, 0.74], [-0.62, -0.87, 0.42], [1.28, 2.16, 0.18], [-0.72, 1.79, -0.72], [3.91, -0.65, 0.10], [-2.48, -0.82, -0.52], [-1.13, -0.25, -1.50], [-1.31, -1.99, -1.17], [0.78, 0.05, 1.61], [2.02, 1.67, 0.59], [-0.63, -1.67, 1.04]],
  "nbo_charge": [0.6921, -0.4438, 0.1523, -0.3817, -0.6309, -0.5153, -0.8200, 0.2354, 0.2630, 0.2328, 0.2592, 0.5242, 0.4328]
}

---

6.
{
  "formula": "C4H4O2S",
  "method": "ωB97M-V with the def2-TZVPD basis set",
  "smiles": "Oc1ccoc1S",
  "gap_ha": 0.34067,
  "species": ["O", "C", "C", "C", "O", "C", "S", "H", "H", "H", "H"],
  "coordinates": [[-0.87, -1.94, -0.19], [0.14, -1.02, 0.09], [1.53, -1.23, -0.13], [2.06, 0.02, 0.03], [1.05, 0.99, 0.04], [-0.13, 0.24, 0.12], [-1.52, 1.37, 0.01], [-1.73, -1.70, -0.38], [1.92, -2.24, -0.41], [3.17, 0.33, -0.12], [-2.16, 1.22, 1.30]],
  "nbo_charge": [-0.6995, 0.2027, -0.3377, 0.1089, -0.4228, 0.0441, -0.0197, 0.4968, 0.2530, 0.2198, 0.1544]
}

---

In eV Å⁻¹, the strongest force on any atom values for the records above are, in order, 3.11; 1.13; 8.68; 4.27; 3.01; 6.05.